(1)
A structure of composition C20H32N4O6P2SYb at a distorted geometry. Source: the OMol25 dataset; level of theory: ωB97M-V/def2-TZVPD.

Geometry as XYZ:
```
66
C20H32N4O6P2SYb ωB97M-V/def2-TZVPD
C -4.021 1.657 -1.591
P 0.624 2.955 -1.119
N 2.616 2.941 -2.911
H -0.662 4.718 -1.197
H 2.312 -3.415 -0.225
H 2.239 -1.758 -0.818
C -2.270 -0.079 -1.152
H 1.607 -2.178 0.818
N 0.380 0.129 2.203
C -0.582 0.923 4.249
C 1.364 -0.407 2.930
H -1.364 1.234 2.289
H 2.262 -0.804 4.805
S -0.698 1.351 7.301
H 1.216 -4.150 -2.236
C 1.708 -2.509 -0.221
H 1.388 -0.122 8.167
H -3.397 2.324 -2.191
H -5.530 -2.768 -3.360
C -1.695 -1.366 -1.260
C -4.252 -0.752 -2.297
H 3.005 4.357 0.212
O 0.164 4.402 -1.600
H -1.714 0.707 -0.624
N 1.414 -0.162 7.162
H 2.354 1.956 -3.123
C -4.574 -3.145 -3.002
C -2.499 -2.343 -1.863
C 0.545 -3.289 -2.246
P 3.090 1.446 -0.752
O 0.195 1.860 -2.056
H 1.005 -2.491 -2.833
H -1.369 1.468 4.748
Yb 0.587 0.358 -0.254
C 2.458 3.079 -1.410
H 5.180 1.437 -0.140
C 0.315 -2.788 -0.813
C -0.347 -3.839 0.090
H 0.292 -4.719 0.181
O 4.665 1.619 -0.943
H 1.992 3.566 -3.422
H -4.767 -3.940 -2.279
H -5.041 1.725 -1.962
H -0.499 -3.409 1.082
H 2.153 -0.914 2.390
C 3.143 4.313 -0.868
C 0.437 0.468 6.493
H -4.040 -3.586 -3.846
N -0.406 -1.504 -0.770
C 1.426 -0.336 4.306
C -0.570 0.793 2.879
H -0.373 -3.584 -2.744
O 2.686 1.137 0.652
O 0.288 2.639 0.306
H -5.225 -0.518 -2.710
H 4.215 4.280 -1.073
C -3.505 0.244 -1.681
H -4.006 2.016 -0.560
H 3.582 3.098 -3.201
C -3.759 -2.048 -2.371
H 2.073 -0.786 6.731
H -1.315 -4.160 -0.285
O 2.511 0.467 -1.744
H 2.718 5.221 -1.296
C 0.432 0.346 5.011
H -2.159 -3.363 -1.956
```

Properties
expectation value of S²	0.75
HOMO-LUMO gap (spin up / spin down)	0.228 / 0.228	Ha
net charge	+1
spin multiplicity	2

***

(2)
A structure of composition C20H33BrN9O2V. Source: the OMol25 dataset; level of theory: ωB97M-V/def2-TZVPD.

Geometry as XYZ:
```
66
C20H33BrN9O2V ωB97M-V/def2-TZVPD
H -1.282 -3.396 -0.231
H 3.867 -0.230 2.288
C -0.545 -0.104 2.672
V 1.413 1.280 0.922
C 4.207 -2.749 0.954
C 0.502 3.946 0.494
H -1.434 1.552 -2.753
C 3.537 -3.309 -1.267
H -2.231 1.047 -4.257
N 1.517 1.007 -1.223
H 2.223 0.279 -1.334
C -2.900 -0.014 2.929
H 3.622 -3.897 -2.170
H 5.131 -4.294 -0.209
C -2.958 0.688 1.733
H -1.767 1.552 0.148
N -2.497 -0.288 -2.696
H 0.412 2.554 2.925
H -1.547 -0.982 4.332
C 4.370 -3.526 -0.176
C -3.906 0.062 -2.600
H 4.830 -2.892 1.827
Br 3.779 1.958 0.662
C -1.886 -1.033 -1.718
H 3.009 -1.547 3.079
N 0.077 4.987 -0.205
C -1.682 0.691 -3.387
C -2.122 -2.726 -0.004
C 1.322 4.114 1.737
C 3.216 -1.770 0.963
N 1.764 -0.179 2.131
C 3.021 -0.912 2.193
H -0.377 4.833 -1.092
H -3.903 1.007 1.316
H -1.799 -1.995 0.737
C -1.666 -0.422 3.415
N 1.792 2.160 -2.028
H -3.806 -0.245 3.472
N -0.596 0.601 1.543
H -0.296 -1.436 -0.731
C -3.383 -2.948 -2.070
C 1.342 2.747 2.385
H -2.802 -3.852 -2.281
H -2.917 -3.328 0.435
N -2.646 -2.058 -1.179
H -4.404 -0.071 -3.562
H 2.194 2.594 3.042
C 2.589 -2.310 -1.171
O 0.998 -1.304 3.993
H 0.299 5.926 0.079
H 0.611 0.595 -1.495
H -0.753 0.232 -3.721
N 2.428 -1.549 -0.084
H -4.020 1.111 -2.303
H 2.666 2.553 -1.685
H 0.913 4.904 2.372
C 0.818 -0.584 3.032
H 1.916 -2.105 -1.999
H -4.325 -3.244 -1.607
H -3.595 -2.455 -3.013
N -0.692 -0.724 -1.338
O 0.242 2.781 0.126
H 1.965 1.862 -2.984
C -1.779 0.990 1.070
H 2.326 4.421 1.432
H -4.403 -0.556 -1.860
```

Properties
energy relative to the best compared isomer or geometry (same formula, charge and spin)	0.0	kJ/mol
expectation value of S²	0.79
HOMO-LUMO gap (spin up / spin down)	0.283 / 0.302	Ha
net charge	+1
spin multiplicity	2

***

(3)
A structure of composition C20H33CdCl2N4O3S at a distorted geometry. Source: the OMol25 dataset; level of theory: ωB97M-V/def2-TZVPD.

Geometry as XYZ:
```
64
C20H33CdCl2N4O3S ωB97M-V/def2-TZVPD
C -3.258 -0.508 -2.271
C 2.741 6.103 -3.803
H -1.601 1.141 -4.140
C -2.496 -1.468 -4.353
H -3.092 1.060 -5.120
C -2.255 1.635 4.719
N -1.706 -2.989 1.983
C 2.706 1.303 0.743
C 2.216 4.317 -5.366
H -3.480 -1.546 -1.954
H -3.244 1.508 5.178
H 2.544 -0.708 1.610
H 1.900 2.349 -4.473
C 2.491 5.673 -5.117
C 3.465 1.914 -0.149
H 2.962 7.149 -3.616
C -0.269 -3.897 3.599
H 2.316 3.062 -0.853
H -2.645 -1.253 -5.418
H -2.655 3.062 1.736
H -4.137 2.764 2.720
Cl -0.044 -0.214 -2.170
H -3.185 1.771 -3.478
H -2.406 -2.349 1.621
N -3.007 -0.336 -3.574
C 4.644 1.776 -1.007
H -0.297 -4.969 3.822
C 2.964 0.283 1.861
H 2.049 3.978 -6.387
H -2.190 0.771 1.436
C -1.946 0.692 2.511
C -0.458 -2.986 1.442
H -1.610 0.794 4.987
H 0.286 -3.369 4.384
O 0.580 2.695 -1.980
C -3.047 2.884 2.750
C -2.699 1.002 -4.100
H 1.607 1.495 0.708
H 2.444 0.613 2.775
C 2.661 5.193 -2.745
Cd -1.404 1.771 -1.406
H -2.780 3.745 3.370
H 2.887 5.499 -1.719
C -1.691 -3.349 3.399
H 5.543 1.340 -0.559
H 2.473 6.391 -5.936
H 1.349 -3.657 2.150
O -3.223 0.430 -1.414
C 2.300 3.860 -2.987
C 1.748 3.102 -1.855
S 0.097 -2.186 0.078
N -2.377 1.714 3.275
Cl -0.892 3.068 0.651
N 0.345 -3.673 2.298
H 4.038 0.177 2.088
H -2.448 -4.114 3.606
H -1.424 -1.609 -4.146
C 2.120 3.405 -4.312
H 4.406 1.220 -1.933
H -1.854 2.581 5.102
H 4.932 2.795 -1.318
O -1.296 -0.269 2.945
H -3.054 -2.369 -4.069
H -1.878 -2.464 4.023
```

Properties
energy relative to the best compared isomer or geometry (same formula, charge and spin)	307.3	kJ/mol
HOMO-LUMO gap (spin up / spin down)	0.201 / 0.123	Ha
net charge	-1
spin multiplicity	1

***

(4)
A structure of composition C20H33CdF2N5O4P2 at a distorted geometry. Source: the OMol25 dataset; level of theory: ωB97M-V/def2-TZVPD.

Geometry as XYZ:
```
67
C20H33CdF2N5O4P2 ωB97M-V/def2-TZVPD
C -2.674 -4.166 0.178
H 0.319 2.380 2.910
H -3.421 5.416 -0.486
H 3.475 -4.878 -0.698
H 0.941 0.275 2.950
C 0.600 3.432 2.846
C -0.153 -3.898 -0.052
N -3.532 3.345 -0.961
H -2.063 3.187 2.178
C 2.447 -4.602 -0.465
C 0.160 -5.252 -0.184
H -3.295 -0.425 0.046
H 0.106 -1.270 2.817
H 1.762 -6.648 -0.472
H 2.424 4.102 -1.397
C -4.569 2.930 -0.026
H 2.589 5.873 -1.510
C -3.612 4.742 -1.333
H -4.453 3.400 0.960
P 0.303 3.814 0.281
O 1.107 2.621 0.059
C 0.097 -0.232 2.465
N -1.489 2.040 -2.288
H -0.406 6.560 -0.963
C -1.761 -1.944 -0.029
H -1.703 4.612 3.178
H -0.979 3.909 -3.084
C -1.359 2.941 -3.413
C -1.554 -3.352 0.039
H -1.747 0.005 -1.775
N 0.808 -2.961 -0.048
N -0.194 4.144 1.829
O 2.232 -0.476 -0.804
H -2.160 4.821 1.484
H -2.817 0.578 -3.087
C -1.611 4.184 2.177
H -4.545 1.854 0.110
F -5.439 -1.860 0.239
H -0.137 6.536 0.795
F -2.575 -5.538 0.273
H -0.845 0.228 2.787
H -1.075 0.311 -3.372
H 2.487 -1.406 -0.630
C 2.125 -3.222 -0.314
C 0.354 6.455 -0.174
C -1.814 0.656 -2.649
C -3.085 -1.490 0.054
H 0.444 3.925 3.808
P -2.036 2.574 -0.838
C 1.496 -5.594 -0.367
N 1.066 5.198 -0.254
Cd 0.381 -0.484 0.231
H 1.276 5.043 -2.369
H -4.612 4.958 -1.720
O -2.046 1.558 0.212
C -4.150 -2.354 0.176
H -5.543 3.216 -0.433
H 1.062 7.282 -0.273
H -0.640 2.520 -4.118
C -3.984 -3.715 0.244
H -2.891 4.979 -2.114
H -0.597 -6.016 -0.165
H 1.657 3.481 2.592
H -4.812 -4.401 0.354
C 1.880 5.043 -1.451
O -1.102 3.873 -0.558
H -2.311 3.094 -3.941
```

Properties
energy relative to the best compared isomer or geometry (same formula, charge and spin)	133.7	kJ/mol
HOMO-LUMO gap	0.126	Ha
net charge	-2
spin multiplicity	1

***

(5)
A structure of composition C20H33F3LiNbO5PS at a distorted geometry. Source: the OMol25 dataset; level of theory: ωB97M-V/def2-TZVPD.

Geometry as XYZ:
```
65
C20H33F3LiNbO5PS ωB97M-V/def2-TZVPD
F -2.619 4.553 -3.836
Nb -0.304 1.335 -0.730
H 2.150 0.182 0.242
H 1.912 3.809 4.795
H 2.450 1.463 -0.898
H -3.096 0.169 -2.130
C 1.956 1.478 2.446
H 0.214 4.187 -3.811
H 0.135 4.090 -1.218
H -0.317 2.228 -4.503
H -2.718 -3.305 3.186
H 0.771 0.398 -3.106
C -3.087 -3.331 0.157
C 0.324 -0.171 -2.295
H 1.432 -5.895 -0.951
O -1.020 2.566 -3.949
H -1.516 -1.194 -0.414
C -0.604 -3.609 0.587
C 0.195 3.248 -1.898
F -2.132 4.682 -1.754
H 3.797 -3.018 -1.252
C 2.217 2.125 1.113
H 3.382 -4.541 -2.016
O 2.496 2.375 3.452
C 3.372 -3.998 -1.080
H 0.603 3.132 3.807
H -2.144 -4.630 1.509
H -3.850 -2.679 0.559
H -0.809 -5.664 0.061
C -1.598 4.677 -2.975
H 1.717 3.075 1.037
H -2.689 -2.899 -0.749
C -0.791 2.302 1.307
H -1.168 -2.564 2.912
C 0.260 -2.513 0.538
C 1.990 -3.876 -0.525
H -2.632 -1.818 2.265
H 1.310 2.187 5.140
F -1.103 5.926 -3.173
C 1.543 -2.669 0.009
H -0.579 -0.664 -2.638
O -1.202 1.710 2.314
H -3.564 -4.258 -0.137
S -4.199 1.603 -0.042
H -1.884 -0.295 1.038
Li 4.159 3.040 3.114
C -0.498 3.646 -3.189
C 1.113 -4.960 -0.523
C -1.090 -0.540 0.345
H 0.913 1.328 2.648
H -3.145 2.285 -2.581
H 1.044 -0.926 -1.996
C 1.855 1.189 -0.029
H 4.030 -4.499 -0.378
H 3.322 2.361 1.113
H 1.251 3.137 -2.142
C -2.131 -2.753 2.460
H 2.436 0.506 2.508
C -0.148 -4.815 0.039
P -2.854 1.418 -1.515
H 2.213 -1.829 0.002
C 1.511 2.902 4.352
C -1.985 -3.605 1.194
O -0.054 -1.302 1.046
O -0.544 3.509 1.141
```

Properties
HOMO-LUMO gap	0.110	Ha
net charge	-1
spin multiplicity	1

***

(6)
A structure of composition C20H34AgN3OPS3SbSe2. Source: the OMol25 dataset; level of theory: ωB97M-V/def2-TZVPD.

Geometry as XYZ:
```
66
C20H34AgN3OPS3SbSe2 ωB97M-V/def2-TZVPD
H -0.946 4.102 0.222
C -0.934 3.058 -0.097
H -4.244 -0.523 5.143
N 5.641 -0.585 -1.438
C -5.438 -1.883 3.310
C 3.185 0.851 -2.261
H -4.316 -2.531 -1.252
Sb 0.788 -4.410 -0.688
C 1.326 3.585 1.605
C -6.084 -2.522 2.258
H 0.776 4.421 2.033
C -0.384 2.951 -1.512
P 2.907 -0.352 -0.867
H -3.271 0.486 4.076
H 6.036 -0.471 0.605
H -8.158 -2.601 2.834
H 3.849 0.109 1.328
C -5.522 -2.461 0.993
N 5.027 1.272 0.045
H -5.862 -1.927 4.308
C -4.342 -1.767 0.736
C 5.975 0.196 -0.256
Ag -0.281 -0.991 -0.897
C -7.366 -3.274 2.498
O -2.153 0.151 0.559
C 3.722 0.713 0.424
C -3.776 -1.797 -0.654
H -2.719 -2.072 -0.649
H 3.048 1.531 0.686
S 3.056 -4.394 -0.324
H 1.856 3.904 0.708
S 0.363 -2.756 -2.480
C -2.456 -0.377 1.611
S -0.124 -2.678 0.824
H 5.870 2.599 -1.312
H 0.983 1.589 -3.877
H -1.953 2.680 -0.029
H 4.554 -2.088 -0.420
C -3.572 -0.540 4.285
H -0.243 0.510 -4.555
H 2.480 1.682 -2.162
H 0.706 2.971 -1.511
C -0.084 1.446 -4.024
H -0.748 3.761 -2.148
H -7.236 -4.036 3.268
H 4.156 2.886 -0.951
H -7.707 -3.768 1.589
H 5.220 -0.251 -3.451
N 4.542 1.400 -2.366
C 4.416 -1.371 -1.231
H 6.958 0.653 -0.415
H 4.215 -1.981 -2.114
H 2.059 3.232 2.329
H -2.674 -1.090 4.577
H -6.004 -2.982 0.172
C -4.253 -1.193 3.110
C 5.510 0.321 -2.568
Se 0.130 2.097 1.228
H -3.848 -0.823 -1.140
H 6.487 0.781 -2.753
H -0.512 2.273 -4.585
C 4.905 2.111 -1.143
H -1.766 -0.328 2.467
Se -0.993 1.288 -2.322
H 2.942 0.337 -3.197
C -3.720 -1.120 1.816
```

Properties
energy relative to the best compared isomer or geometry (same formula, charge and spin)	82.9	kJ/mol
expectation value of S²	0.76
HOMO-LUMO gap (spin up / spin down)	0.195 / 0.183	Ha
net charge	-1
spin multiplicity	2

***

(7)
A structure of composition C20H34AuF6N2O8S3Si. Source: the OMol25 dataset; level of theory: ωB97M-V/def2-TZVPD.

Geometry as XYZ:
```
75
C20H34AuF6N2O8S3Si ωB97M-V/def2-TZVPD
H -2.013 4.131 1.836
F 2.053 -2.583 -2.910
C -1.701 -0.027 -2.029
C -0.518 5.248 0.754
H -0.195 -0.945 -3.273
C -2.457 1.289 -1.909
C -3.193 0.028 2.473
C -2.493 -0.842 3.509
C -1.090 4.101 1.276
F 4.019 -2.155 -3.713
C -3.355 1.447 2.994
H -1.263 0.177 -4.133
F 7.532 0.427 -1.523
H -2.380 -4.450 -0.284
C 3.014 -1.676 -3.011
H -3.996 1.455 3.876
H 2.653 4.527 -1.635
S 3.577 -1.256 -1.306
H -1.376 -5.605 0.607
C 2.507 3.719 -0.922
H -4.395 -1.571 1.674
O 5.172 2.214 -1.546
C 0.654 5.147 0.021
H -0.003 0.808 -3.066
N 0.679 2.805 0.383
H -5.195 -0.633 2.947
C -0.730 0.003 -3.197
H -3.273 -1.097 -3.034
O -2.412 0.134 1.249
O 2.406 2.460 -1.630
H -0.987 6.212 0.900
Au 1.578 1.062 -0.104
H -1.485 -0.472 3.716
C 1.239 3.911 -0.153
C -0.032 -3.726 2.143
S 0.697 -0.154 1.642
Si -1.175 -0.729 0.654
F 2.528 -0.579 -3.593
H 0.918 -2.731 -0.268
H -3.079 1.295 -1.014
H -2.108 -2.143 -2.209
H -2.536 -4.587 1.476
H -0.315 -3.489 -1.299
F 7.407 1.509 0.352
O 2.294 -0.737 -0.724
H -2.387 1.866 3.280
H -3.050 -0.815 4.446
H -1.756 2.127 -1.857
H -0.729 -3.651 2.978
H 0.440 -4.709 2.180
H 0.753 -2.976 2.261
C -0.759 -3.553 0.819
H 3.361 3.685 -0.243
H -3.097 1.435 -2.780
O 4.022 -2.449 -0.685
C 6.867 0.552 -0.387
C 0.214 -3.559 -0.347
C -0.472 2.886 1.069
H 1.116 6.018 -0.424
H -3.324 -1.250 -1.274
H 3.321 2.224 -1.886
N 4.614 -0.164 -1.643
H -5.018 0.052 1.322
F 6.873 -0.594 0.274
S 5.119 1.022 -0.737
O 4.446 1.108 0.533
C -1.831 -4.614 0.644
H -0.890 1.964 1.445
C -2.658 -1.203 -2.139
O -1.482 -2.289 0.852
C -4.535 -0.567 2.080
H 0.790 -4.486 -0.344
O -0.866 -0.182 -0.843
H -3.816 2.078 2.231
H -2.434 -1.877 3.174
```

Properties
energy relative to the best compared isomer or geometry (same formula, charge and spin)	0.0	kJ/mol
HOMO-LUMO gap	0.260	Ha
net charge	+1
spin multiplicity	1

***

| no. | DFT total energy (Ha) |
| --- | --- |
| 1 | -3691.51619 |
| 2 | -4943.11095 |
| 3 | -2712.87417 |
| 4 | -2406.82424 |
| 5 | -2261.57036 |
| 6 | -7748.06458 |
| 7 | -3712.78690 |